[1]
Below is one molecule with the formula C22H22O4 at a distorted geometry, with properties calculated with wB97M-V/def2-TZVPD.

```
48
C22H22O4, DFT wB97M-V/def2-TZVPD
C -0.35876 2.71663 -4.13384
C 0.05269 1.89859 -2.91637
C 0.91189 2.32768 -1.89937
C 1.31061 1.46779 -0.89398
C 2.24441 1.98414 0.19157
C 0.83427 0.14081 -0.83814
C 1.30824 -0.78107 0.23003
C 0.60002 -1.34187 1.27793
O -0.75528 -1.25006 1.52249
C -1.28283 -0.00188 1.60750
O -0.68159 0.93763 2.11602
O -2.56321 0.07321 1.11512
C -3.16132 1.41352 1.09606
C -4.67701 1.26894 0.80661
C -2.56593 2.32402 0.03469
C 1.44667 -2.35182 1.93396
C 1.21632 -3.25344 3.00726
C 2.22523 -4.16511 3.40055
C 3.50319 -4.11446 2.76476
C 3.74051 -3.18868 1.73724
C 2.71095 -2.31975 1.34378
C 2.64481 -1.34823 0.29766
O 3.53987 -1.11130 -0.47081
C -0.12650 -0.28068 -1.78768
C -0.74990 -1.63256 -1.72868
C -0.51175 0.59588 -2.82533
H -0.00847 2.26902 -5.05345
H -1.47656 2.81832 -4.15854
H 0.13638 3.72311 -4.09584
H 1.24047 3.36532 -1.89663
H 2.04715 1.56280 1.17638
H 3.31269 1.72080 -0.06287
H 2.17644 3.05801 0.30058
H -3.06692 1.89333 2.05856
H -4.91298 0.92937 -0.21813
H -5.20676 0.65051 1.55431
H -5.14385 2.24925 0.94797
H -3.10748 3.26315 -0.08386
H -2.54974 1.74422 -0.90442
H -1.54677 2.57427 0.27969
H 0.24760 -3.24261 3.47724
H 1.99616 -4.89187 4.17062
H 4.29677 -4.80073 3.01214
H 4.68396 -3.21453 1.17714
H -1.36716 -1.72927 -0.81919
H 0.04697 -2.36403 -1.72112
H -1.40351 -1.85319 -2.58737
H -1.24996 0.26682 -3.54224
```

Output
E_HOMO in hartree: -0.310
ΔE to the lowest compared entry with this formula, charge and spin in kcal per mole: 2.2
LUMO level in eV: -0.80
Maximum force in eV Å⁻¹: 3.0
Total energy in Ha: -1152.49496
Structure (SMILES): Cc1cc(C)c(C2=C(OC(=O)OC(C)C)c3ccccc3C2=O)c(C)c1
Total charge: 0

Here are the Löwdin charges for atoms 1 to 6, given in e: -0.06 -0.25 -0.02 -0.20 -0.03 -0.08


[2]
Below is a 9-piece molecular cluster, C22H47N4O14 overall at a distorted geometry, with properties calculated with wB97M-V/def2-TZVPD.

```
87
C22H47N4O14, DFT wB97M-V/def2-TZVPD
C -1.27548 -1.96368 -2.49124
C -0.49833 -3.21867 -2.56499
O -1.01774 -4.20688 -2.96360
N 0.77861 -3.24873 -2.16677
H 1.11034 3.24076 -4.66688
H 1.04581 -4.20452 -2.12819
C 1.71949 -2.26943 -1.67346
H -1.09062 -1.41398 -1.54892
H -2.28389 -2.33898 -2.55243
H -1.09428 -1.38706 -3.45819
H 1.25396 -1.33029 -1.43222
H 2.33868 -2.00676 -2.51811
H 2.28792 -2.47817 -0.73254
C 6.54349 -2.09132 2.74289
C 6.25785 -0.83835 2.01982
O 7.13229 -0.22755 1.44171
N 4.92774 -0.46398 2.12225
H 4.37846 -1.23583 2.59416
H -3.90891 -4.60924 4.46639
C 4.46792 0.42458 1.10642
H 6.42770 -2.90412 1.96809
H 5.89392 -2.30616 3.62607
H 7.57581 -2.01818 3.06685
H 5.05358 0.16857 0.19867
H 4.57036 1.46540 1.41651
H 3.40435 0.21930 0.78828
C -2.82671 6.67297 -5.65459
C -1.49686 7.23546 -5.19691
O -0.88921 8.06336 -5.78703
N -1.05256 6.66340 -3.97782
H 2.06058 0.52327 3.88563
H -1.77213 6.25432 -3.42733
C -0.08155 7.47915 -3.15212
H -2.61795 5.64361 -6.02639
H -3.15861 7.28338 -6.53124
H -3.58939 6.71979 -4.84763
H -0.21635 7.05760 -2.15492
H -0.35482 8.53624 -3.42243
H 0.98651 7.26718 -3.41291
C -3.25560 -1.55128 2.23914
C -2.96821 -0.64491 1.08396
O -3.60088 -0.94428 0.07084
N -2.24300 0.45858 1.20111
H -2.28501 0.90817 0.29889
H -3.89748 -0.06459 -1.51311
C -1.31244 0.70337 2.24324
H -2.30142 -1.94009 2.61742
H -4.01571 -2.28097 1.97553
H -3.64512 -0.95376 3.08238
H -1.86995 0.59642 3.17084
H -0.94811 1.72245 2.22218
H -0.58827 -0.11537 2.30235
C 2.66578 0.56166 6.11527
C 2.35604 1.80662 5.27217
O 2.37336 2.92260 5.61795
O 2.09378 1.48983 3.95729
H 3.32560 -0.08014 5.55280
H 1.71823 0.04430 6.46294
H 3.12813 0.82840 7.06674
C 2.22286 0.24990 -4.02605
C 1.99394 1.52662 -4.73603
O 2.26747 1.66138 -5.90651
O 1.23457 2.42544 -4.02930
H 2.64495 0.32974 -3.02863
H 2.95777 -0.37125 -4.60888
H 1.36117 -0.28238 -3.84397
C 2.05955 -3.84601 1.97766
C 1.27983 -2.66549 2.55725
O 1.89815 -1.89319 3.22038
O 0.06449 -2.67145 2.29693
H 2.64684 -3.37979 1.15354
H 1.36274 -4.57986 1.60420
H 2.68898 -4.23165 2.74809
C -5.96540 0.64714 -0.52819
C -5.38559 1.11952 -1.83856
O -4.32715 0.47075 -2.20764
O -5.82974 2.06763 -2.39219
H -7.02644 0.83644 -0.52855
H -5.33827 1.17733 0.22201
H -5.86363 -0.46339 -0.40093
C -2.81811 -5.19222 1.57380
C -3.81898 -4.96519 2.55725
O -4.99453 -4.81743 2.41684
O -3.19089 -4.99361 3.79653
H -2.76940 -6.28229 1.44441
H -1.83559 -4.71007 1.84672
H -3.23933 -4.79004 0.66502
```

Output
E_HOMO in hartree: -0.219
LUMO level in eV: 1.79
Maximum force in eV Å⁻¹: 5.6
Total energy in Ha: -2139.01603
Total charge: -1

Here are the Löwdin charges for atoms 1 to 6, given in e: 0.00 -0.63 0.06 0.04 0.17 0.13


[3]
Below is C22H40BFeN6O8P2 as an isolated structure at a distorted geometry, with properties calculated with wB97M-V/def2-TZVPD.

```
80
C22H40BFeN6O8P2, DFT wB97M-V/def2-TZVPD
Fe 0.01965 0.05033 -1.02080
B -0.60676 2.09521 -4.32507
N 0.08957 2.69539 -3.06297
C 0.57112 3.94727 -3.04558
C 1.12909 4.19217 -1.80663
C 0.93515 2.99284 -1.11356
N 0.30478 2.09946 -1.87299
N -0.85593 0.54933 -4.22946
C -1.38983 -0.14041 -5.24712
C -1.49997 -1.46865 -4.87803
C -0.99401 -1.48662 -3.57481
N -0.60823 -0.27197 -3.19115
H 0.12456 2.29875 -5.28248
H -1.68617 2.64072 -4.49398
H 0.48245 4.57224 -3.92004
H 1.59808 5.09782 -1.45965
H 1.22581 2.71552 -0.11616
H -1.65632 0.36546 -6.16138
H -1.89509 -2.28570 -5.45878
H -0.93392 -2.29660 -2.87011
C -0.04734 0.31092 4.88844
C 0.76516 1.58717 4.71036
C 0.43581 2.37245 3.42251
C 1.36533 3.61558 3.37908
C 0.97578 4.65476 2.33431
C -0.99592 2.87421 3.52936
O -1.39341 3.45635 4.52995
N -1.78323 2.67036 2.44690
C -1.49711 1.90487 1.26082
O -2.42138 1.82907 0.45716
N -0.28892 1.33299 1.17883
C 0.57237 1.53601 2.18812
O 1.72094 0.71930 2.28905
H 0.30861 -0.26402 5.74592
H 0.01909 -0.32617 4.00385
H -1.10237 0.54192 5.05882
H 1.83187 1.35673 4.69575
H 0.58000 2.26074 5.54812
H 2.37341 3.23975 3.18137
H 1.37262 4.07245 4.37296
H 0.83617 4.20079 1.35133
H 1.74722 5.42212 2.24171
H 0.04246 5.15389 2.60491
H -2.72493 3.02909 2.49926
C 3.24278 -0.95583 1.72176
C 2.29387 0.11102 1.24765
O 2.10693 0.38725 0.08824
H 3.88526 -0.57898 2.51718
H 3.83777 -1.30105 0.87975
H 2.65997 -1.78563 2.12768
C -1.96133 -1.34403 2.37360
O -2.64986 -1.37381 1.12907
P -1.74082 -1.32548 -0.23230
O -3.00276 -1.30849 -1.25774
C -3.55191 -0.04549 -1.64200
O -1.41214 -2.94398 -0.38044
C -2.48609 -3.87766 -0.36752
H -2.67084 -1.62979 3.14885
H -1.57850 -0.35087 2.59405
H -1.12403 -2.04978 2.39080
H -4.13403 -0.22266 -2.54448
H -2.76189 0.67835 -1.84816
H -4.18563 0.34654 -0.84597
H -2.07711 -4.85358 -0.09870
H -2.95195 -3.94133 -1.35328
H -3.25220 -3.59939 0.35591
C 1.62520 -4.24909 0.09809
P 1.69419 -3.29953 -1.42272
C 0.76281 -4.26348 -2.61391
C 3.39759 -3.40705 -1.98523
O 1.25310 -1.89586 -1.23580
H 1.83359 -5.30630 -0.07631
H 0.62247 -4.12167 0.50918
H 2.35338 -3.84497 0.80301
H 1.17486 -5.26839 -2.71952
H 0.78581 -3.74788 -3.57472
H -0.27099 -4.31871 -2.27233
H 3.72717 -4.44249 -2.08715
H 4.03268 -2.88598 -1.26826
H 3.47639 -2.89781 -2.94643
```

Output
E_HOMO (spin up / spin down) in hartree: -0.094 / -0.092
ΔE to the lowest compared entry with this formula, charge and spin in kcal per mole: 0.0
⟨S²⟩: 6.0858
LUMO level (spin up / spin down) in eV: 2.25 / 2.25
Multiplicity: 5
Maximum force in eV Å⁻¹: 1.1
Total energy in Ha: -3764.25779
Total charge: -1

Here are the Löwdin charges for atoms 1 to 6, given in e: 0.37 -0.42 -0.08 -0.12 -0.07 -0.17